19
Properties=species:S:1:pos:R:3:nbo_charge:R:1 method="wB97M-V/def2-TZVPD" lumo_energy_ev=0.2 e_above_lowest_kcal_mol=113.9 molar_mass_g_mol=137.20 charge=0 homo_lumo_gap_ha=0.37160 smiles="[H]/N=C(/C)S(C)(=O)=O.C" spin_multiplicity=1
H -0.3595 2.2200 -2.5045 0.2220
H 1.1290 -2.7213 2.2761 0.2094
N 1.0811 1.0194 0.5048 -0.6010
O 0.7629 -0.4829 -2.3484 -0.9449
H -2.0505 -0.0871 0.7256 0.2553
C -1.0205 1.3763 -2.8312 -0.8366
H 1.7278 1.2613 -0.1857 0.3695
C -0.0533 0.5254 0.1592 0.1636
C -1.1643 0.3386 1.1197 -0.7157
H 0.7909 -1.2398 2.6451 0.2159
O -1.4161 -1.0780 -1.7309 -0.9484
H -0.7807 0.9483 -3.8225 0.2565
H -2.0464 1.8457 -2.8298 0.2428
H 1.9335 -1.5871 3.3841 0.1975
H 2.1643 -1.6591 1.4898 0.2247
H -0.6497 -0.2260 1.9268 0.2601
C 1.5126 -1.7349 2.2211 -0.8449
H -1.1417 1.3317 1.4921 0.2531
S -0.4194 -0.0507 -1.6913 2.0210

=====

16
Properties=species:S:1:pos:R:3:nbo_charge:R:1 method="wB97M-V/def2-TZVPD" lumo_energy_ev=0.4 e_above_lowest_kcal_mol=18.1 molar_mass_g_mol=147.14 charge=0 homo_lumo_gap_ha=0.36021 smiles=c1ccc(-c2nn[nH]n2)nc1 spin_multiplicity=1
C 1.1095 1.1541 0.1454 -0.2352
H 3.0257 -2.1163 -0.5734 0.2093
C 0.4320 -0.0271 -0.0763 0.1151
C 2.5117 1.1000 0.3854 -0.1602
H 0.3894 1.9964 -0.1907 0.2564
H 2.9690 2.0007 0.8056 0.2211
H -3.6887 -0.8850 0.9609 0.4198
C -1.0018 -0.0807 -0.0628 0.2273
H 4.3972 -0.0028 0.2017 0.2405
N -1.8050 0.9848 -0.5073 -0.2412
C 3.2576 0.0018 0.0280 -0.2774
N -3.0052 0.6943 -0.2701 -0.0154
N -3.0119 -0.5167 0.3027 -0.1995
C 2.4884 -1.1190 -0.2688 0.0351
N 1.0588 -1.1441 -0.2483 -0.3860
N -1.7906 -1.0424 0.4216 -0.2097

=====

17
Properties=species:S:1:pos:R:3:nbo_charge:R:1 method="wB97M-V/def2-TZVPD" lumo_energy_ev="0.1 / 0.6" e_above_lowest_kcal_mol=88.2 molar_mass_g_mol=132.59 charge=0 homo_lumo_gap_ha="0.27146 / 0.32219" spin_multiplicity=1
H -2.5295 1.2774 -0.7145 0.2143
H -1.8595 -1.1302 -1.0340 0.2123
H -0.6927 -2.0160 -0.0365 0.2263
H -2.0094 2.4414 0.5230 0.2248
H 2.3310 -0.9706 1.5592 0.2578
C -0.7932 -1.2759 -0.8311 -0.7040
H 4.0511 -0.6230 1.1988 0.2311
Cl 0.8633 2.3525 0.1809 -0.0779
H -1.6404 2.7392 -1.1785 0.2265
C 2.6721 -0.0936 -0.3222 0.6558
C -0.1403 -0.0248 -0.4477 0.0401
H 2.9039 0.6905 1.5697 0.2769
H -0.3220 -1.6764 -1.7291 0.2339
O 3.1953 0.0307 -1.3669 -0.4750
C -0.4406 1.2258 -0.2802 -0.1139
C -1.7413 1.9645 -0.4193 -0.6505
C 3.0191 -0.2771 1.0810 -0.7784

=====

12
Properties=species:S:1:pos:R:3:nbo_charge:R:1 method="wB97M-V/def2-TZVPD" lumo_energy_ev="0.6 / 0.7" e_above_lowest_kcal_mol=137.8 molar_mass_g_mol=73.09 charge=0 homo_lumo_gap_ha="0.29452 / 0.33379" spin_multiplicity=1
H 1.7060 1.2510 -0.6137 0.2044
C 2.3195 0.3424 -0.1434 -0.4713
C -2.1387 0.1484 0.0319 -0.6861
C -1.0203 -0.7483 0.3428 0.1385
H 2.9579 0.5040 0.6728 0.2083
H -1.2017 -1.8119 0.5864 0.1799
N 1.4475 -0.6770 0.2492 -0.1337
H -1.9369 0.6612 -1.0538 0.2197
H 3.0664 -0.0905 -0.9726 0.1956
H -2.2988 1.0334 0.6224 0.2248
H -3.0834 -0.4051 0.1897 0.2287
O 0.1825 -0.2076 0.0882 -0.3088

=====

19
Properties=species:S:1:pos:R:3:nbo_charge:R:1 method="wB97M-V/def2-TZVPD" lumo_energy_ev=-3.6 e_above_lowest_kcal_mol=14.8 molar_mass_g_mol=215.96 charge=+1 homo_lumo_gap_ha=0.36948 spin_multiplicity=1
H -0.4372 2.7474 -1.4677 0.4877
H 0.2038 -0.6296 3.1243 0.5043
H -1.2242 -1.9276 -0.1587 0.4997
H 1.8658 -0.3546 -1.2587 0.4694
H -0.0342 3.5114 -0.1697 0.5040
O -2.5702 0.3404 -0.4197 -0.9649
O -0.2632 -1.7996 -0.3277 -0.9770
H 0.7778 -0.0276 -2.2697 0.4807
H 2.8958 -0.0926 0.4703 0.4939
H -3.3512 -0.0686 -0.7477 0.4937
H -2.4102 0.9584 -1.1307 0.4811
Ag -0.2482 0.4134 0.2903 0.9069
O 1.4428 0.3574 -1.7047 -0.9410
O -0.1442 2.6994 -0.6037 -0.9694
O -0.3992 -0.4566 2.4393 -0.9781
H 0.2328 -2.1676 0.4243 0.4964
H -1.0762 -1.1656 2.4003 0.4921
O 2.2978 -0.7686 0.8253 -0.9550
H 2.4408 -1.5696 0.2843 0.4757

=====

23
Properties=species:S:1:pos:R:3:nbo_charge:R:1 method="wB97M-V/def2-TZVPD" lumo_energy_ev="-3.0 / -6.4" e_above_lowest_kcal_mol=126.3 molar_mass_g_mol=150.21 charge=+1 homo_lumo_gap_ha="0.20029 / 0.26646" spin_multiplicity=3
H -3.1865 0.7547 -0.6346 0.4203
H 0.3882 -1.7902 0.2507 0.2484
C -0.1137 -0.5024 -1.3950 0.1260
H 0.9404 1.3749 -0.0652 0.2315
C 0.6144 -0.1593 1.6385 -0.4868
C 1.1167 -1.0155 0.4455 -0.2119
C -1.2274 0.2174 0.0489 0.2304
H 0.7144 -0.8139 2.4949 0.2794
H 0.0124 -1.7643 -3.0843 0.2231
C 1.7008 0.9599 -0.8096 -0.4187
C -1.7660 0.9427 2.0582 -0.0763
H 1.8510 -0.8576 -1.5283 0.4284
H -1.6515 -1.2827 -2.4792 0.2462
H -1.8517 1.2191 3.0970 0.2411
N 1.1581 -0.3339 -0.8829 -0.4142
N -2.4780 0.7972 0.0256 -0.4796
H 1.2815 0.6498 2.0051 0.2619
N -2.7649 1.2602 1.2761 -0.0641
C -0.7535 0.3090 1.3695 -0.0723
C -0.6247 -1.0920 -2.4366 -0.4464
H 2.1284 -1.3219 0.7187 0.2460
H 2.6141 1.1163 -0.3323 0.2407
H 1.8974 1.3325 -1.7807 0.2470